Formula: C10H29BF3N2O7SV
Source: OMol25
Level of theory: the ωB97M-V functional and the def2-TZVPD basis

Element x y z (Å)
O 24.348 -26.173 -24.426
V 22.800 -26.690 -24.254
B 22.881 -28.057 -26.086
H 22.809 -27.082 -26.544
H 22.695 -28.797 -26.849
H 23.861 -28.235 -25.672
H 22.102 -28.149 -25.345
C 22.613 -22.232 -22.382
F 23.924 -22.285 -22.500
F 22.404 -21.333 -21.463
F 21.994 -21.778 -23.498
S 22.042 -24.045 -21.861
O 22.550 -24.323 -20.533
O 20.574 -23.975 -21.992
O 22.616 -24.946 -22.913
C 23.344 -29.408 -22.056
O 23.152 -28.122 -22.648
H 22.553 -29.654 -21.347
H 23.428 -30.170 -22.830
H 24.310 -29.561 -21.577
C 18.567 -25.204 -24.380
C 19.892 -25.773 -25.000
C 20.683 -24.614 -25.452
O 22.039 -25.064 -25.721
C 22.793 -24.060 -26.380
N 20.546 -26.494 -23.885
H 17.820 -25.928 -24.054
H 18.045 -24.621 -25.139
H 18.681 -24.461 -23.591
H 19.794 -26.312 -25.942
H 20.697 -23.847 -24.677
H 20.299 -24.139 -26.355
H 23.822 -24.409 -26.469
H 22.792 -23.124 -25.822
H 22.389 -23.825 -27.364
H 20.342 -25.963 -23.050
H 20.057 -27.354 -23.682
C 25.891 -25.851 -21.336
C 25.640 -26.524 -19.970
C 26.126 -25.685 -18.786
O 27.532 -25.525 -18.861
C 28.015 -24.928 -17.650
N 24.259 -26.716 -19.837
H 25.320 -24.960 -21.598
H 25.881 -26.586 -22.142
H 26.897 -25.497 -21.563
H 26.209 -27.445 -19.846
H 25.786 -26.013 -17.804
H 25.736 -24.668 -18.841
H 27.666 -23.896 -17.632
H 29.082 -24.775 -17.811
H 27.889 -25.504 -16.733
H 23.799 -25.842 -20.045
H 23.986 -27.278 -20.631

The molar mass is 440.166 Da. As for the multiplicity: 2. The energy relative to the best compared isomer or geometry (same formula, charge and spin) comes out at 64.6 kcal/mol. Its total charge is -1. As for the frontier orbital gap (alpha / beta): 7.9 / 7.9 eV.